Record 1
Here is a structure of composition C13H16ClHgIN2 from the Open Molecules 2025 dataset. Energies are from ωB97M-V/def2-TZVPD.

Geometry as XYZ:
```
34
C13H16ClHgIN2 | the Open Molecules 2025 dataset | ωB97M-V/def2-TZVPD
C 3.121 3.823 1.436
C 4.207 2.820 1.092
H 2.890 4.492 0.606
H 3.406 4.462 2.283
H 2.182 3.321 1.729
H 3.870 2.055 0.396
H 5.055 3.351 0.630
H 4.610 2.352 1.997
C -2.776 1.239 -0.206
C -4.007 1.117 -0.866
C -4.192 -0.013 -1.674
C -3.163 -0.931 -1.786
H -2.554 2.119 0.394
H -4.761 1.889 -0.736
H -5.127 -0.173 -2.214
H -3.246 -1.788 -2.435
N -1.801 0.341 -0.273
C -1.969 -0.735 -1.049
C -0.849 -1.718 -1.130
N 0.299 -1.423 -0.494
C 1.299 -2.306 -0.514
C 0.061 -3.830 -1.893
C 1.227 -3.522 -1.188
H 2.192 -2.022 0.041
H 2.070 -4.195 -1.162
C -0.971 -2.905 -1.878
H -1.871 -3.068 -2.459
H -0.049 -4.759 -2.453
Hg 0.799 0.641 1.031
I -0.179 3.219 1.179
Cl -0.050 -2.365 2.436
C 0.190 -0.676 2.701
H -0.788 -0.226 2.906
H 0.875 -0.585 3.552
```

Summary:
- 2S+1 = 1
- M (g mol⁻¹) = 563.23
- charge = 0

Record 2
Here is the molecule C19H22N2O2S from the Open Molecules 2025 dataset. Energies are from ωB97M-V/def2-TZVPD.

Geometry as XYZ:
```
46
C19H22N2O2S | the Open Molecules 2025 dataset | ωB97M-V/def2-TZVPD
C -3.869 -3.033 0.526
C -3.164 -1.752 0.118
S -3.497 -0.395 1.319
C -4.708 0.612 0.494
C -5.642 0.104 -0.396
C -6.559 0.957 -0.985
C -6.562 2.307 -0.678
C -5.642 2.807 0.229
C -4.714 1.966 0.812
C -1.649 -1.979 -0.020
O -1.190 -3.096 -0.108
N -0.947 -0.825 -0.093
C 0.433 -0.640 -0.239
C 1.329 -1.685 -0.438
C 2.675 -1.428 -0.582
C 3.191 -0.127 -0.523
N 4.547 0.087 -0.734
C 5.523 -0.759 -0.073
C 5.913 -0.152 1.283
O 6.419 1.157 1.138
C 5.476 1.998 0.508
C 5.079 1.429 -0.860
C 2.276 0.914 -0.332
C 0.926 0.660 -0.197
H -4.947 -2.891 0.569
H -3.635 -3.818 -0.189
H -3.519 -3.350 1.506
H -3.524 -1.392 -0.851
H -5.670 -0.949 -0.632
H -7.280 0.558 -1.682
H -7.283 2.965 -1.140
H -5.641 3.857 0.478
H -3.991 2.345 1.517
H -1.472 0.029 0.060
H 0.965 -2.697 -0.485
H 3.337 -2.260 -0.766
H 5.128 -1.761 0.081
H 6.411 -0.820 -0.712
H 6.707 -0.732 1.755
H 5.028 -0.142 1.939
H 5.960 2.971 0.405
H 4.584 2.099 1.146
H 4.365 2.076 -1.367
H 5.981 1.360 -1.480
H 2.606 1.939 -0.275
H 0.245 1.486 -0.044
```

Summary:
- 2S+1 = 1
- M (g mol⁻¹) = 342.46
- charge = 0
- structure (SMILES) = C[C@@H](Sc1ccccc1)C(=O)Nc1ccc(N2CCOCC2)cc1

Looking at E_tot for the records above, in order, we have -1525.76651; -1395.39501 Eh.
Looking at ΔE to the lowest compared entry with this formula, charge and spin for the records above, in order, we have 3.4; 40.3 kcal per mole.
Looking at frontier orbital gap for the records above, in order, we have 7.426; 8.002 eV.